Arrangement w

18
Properties=species:S:1:pos:R:3 method="wB97M-V/def2-TZVPD" spin_multiplicity=2
C 0.55 2.28 -0.37
C 0.19 0.70 -0.50
C -0.93 0.27 0.45
C -1.32 -1.21 0.20
O -0.22 -1.96 0.66
N 1.50 -0.07 -0.40
H -0.21 2.74 0.26
H 0.79 2.78 -1.28
H 1.38 2.23 0.34
H -0.29 0.75 -1.46
H -0.88 0.39 1.53
H -1.80 0.89 0.27
H -2.22 -1.50 0.77
H -1.45 -1.38 -0.88
H -0.30 -2.91 0.65
H 1.52 -0.94 0.19
H 1.87 -0.21 -1.36
H 2.12 0.55 0.13

---

Arrangement x

18
Properties=species:S:1:pos:R:3 method="wB97M-V/def2-TZVPD" spin_multiplicity=2
C -0.87 0.62 0.77
N -1.03 -0.69 1.42
C 0.04 -1.54 0.78
C 0.13 -1.01 -0.69
C -0.63 0.36 -0.68
H -1.62 1.41 1.13
H 0.16 1.06 1.11
H -1.96 -1.21 1.45
H -0.79 -0.62 2.52
H -0.12 -2.64 0.76
H 1.12 -1.50 1.23
H 1.19 -0.92 -1.01
H -0.33 -1.54 -1.52
H -1.67 0.32 -1.27
H -0.07 1.18 -1.29
H 1.89 2.95 -1.43
H 2.53 1.81 -2.01
O 2.01 1.97 -1.27

---

Last place for stability: arrangement x